[1]
Formula: C55H79BN7NaO2S3
Source: the OMol25 dataset
Level of theory: ωB97M-V with the def2-TZVPD basis set

Geometry as XYZ:
```
148
Properties=species:S:1:pos:R:3:forces:R:3:lowdin_charge:R:1
H 2.024265 5.938726 4.271347 -0.002 0.003 0.002 0.09
H -7.535285 -0.015076 2.662325 0.002 -0.002 0.004 0.08
O 0.824338 -1.263748 -0.838579 0.079 -0.070 -0.245 -0.07
N 0.527804 1.961791 2.854319 -0.038 0.046 0.025 0.01
C -5.126710 -1.177427 3.010371 0.004 0.000 0.003 -0.03
H 5.690816 1.747812 1.704554 0.008 -0.016 -0.002 0.06
H -5.664330 1.490985 2.653479 -0.001 0.001 0.003 0.08
H -0.979394 6.494113 2.060447 0.002 -0.002 -0.004 0.08
H -7.759913 -4.853428 -2.200936 -0.004 0.000 0.003 0.08
C 5.363501 1.572509 -0.435060 -0.006 0.022 0.008 -0.54
C -7.173892 -0.528323 1.769651 0.009 -0.001 -0.013 -0.07
H 4.050076 2.156148 3.094369 -0.016 -0.001 0.013 0.06
H -4.928884 -4.637722 -3.306840 -0.002 -0.003 -0.005 0.09
C 1.089942 1.638488 -0.203265 0.084 0.062 -0.025 -0.62
C -5.847223 -1.767591 -0.420485 0.007 0.023 0.027 0.04
C 4.054101 0.736207 4.749990 0.020 0.018 -0.018 -0.52
C 5.793042 3.023958 -0.693710 -0.007 -0.007 -0.003 -0.03
H 3.331606 -0.276742 -3.389755 -0.005 0.054 0.017 0.07
C -0.589970 1.762810 3.610855 0.021 -0.041 -0.041 -0.66
H 0.436803 -3.369607 -6.884833 0.003 0.003 -0.002 0.09
H 0.388590 6.610576 4.231946 0.006 0.002 0.003 0.08
C 1.723815 1.869834 -1.485537 0.042 -0.039 0.043 -0.24
H 3.223541 -1.247397 -1.026123 -0.017 0.031 0.019 0.06
C 3.103739 -3.724869 -3.407155 0.023 -0.014 -0.001 -0.05
C -5.348965 -2.458219 -1.591922 0.050 -0.012 -0.056 -0.16
C 5.971971 1.094479 0.878563 -0.010 -0.001 0.030 -0.06
H -6.429438 -4.451903 -4.216983 -0.001 0.000 0.000 0.09
S -0.036236 -2.826069 2.164096 0.139 -0.016 0.145 0.81
H -7.542269 -1.556104 1.807861 -0.003 0.004 -0.003 0.08
N 1.387723 -0.597987 2.532988 0.122 -0.076 -0.045 0.15
C 3.143216 -0.240322 4.043807 -0.057 0.030 0.039 -0.13
C -2.592001 2.844026 4.733826 -0.014 0.005 -0.047 -0.07
H 2.818771 -3.853394 -4.452003 0.022 -0.014 0.019 0.07
H -3.048857 -3.074097 -5.512574 0.001 -0.006 -0.002 0.06
H -3.338115 2.343217 4.112478 0.015 -0.029 0.022 0.08
C -0.058162 6.279632 1.515996 -0.004 -0.004 -0.001 -0.04
N 3.270602 1.237884 0.739786 -0.009 -0.052 0.067 0.19
C -2.204755 -3.244554 -6.182645 0.004 0.013 -0.003 -0.04
H -2.638871 -0.555523 -5.749121 -0.001 0.001 0.001 0.08
H -2.548895 -1.705791 -3.774570 -0.021 -0.010 -0.007 0.10
H 4.367113 -2.536968 -1.460871 -0.005 -0.004 0.001 0.08
H -5.196277 -3.193532 -4.297038 -0.001 -0.003 0.006 0.08
S -0.562994 1.831491 0.006705 0.021 0.102 -0.024 0.83
C 2.260396 5.363829 1.593822 -0.013 -0.012 0.014 -0.05
C 3.041072 -1.620629 4.381925 -0.022 -0.032 -0.019 0.07
C -5.076519 -1.148096 0.500849 -0.048 -0.016 0.019 -0.07
C 0.396580 -1.655106 -1.954965 0.042 0.038 0.025 -0.27
H 3.577557 2.048252 -2.476706 0.010 0.001 -0.017 0.12
C 1.283987 6.428034 3.634876 -0.004 -0.003 -0.007 -0.04
H 5.412476 3.391129 -1.648753 0.000 0.003 0.005 0.08
C 1.272736 -2.069167 -3.041601 -0.038 -0.020 0.023 -0.08
C 3.842557 1.538444 -0.380240 0.040 0.006 -0.058 -0.22
C 3.311453 -2.244982 -1.448631 -0.009 -0.012 -0.015 -0.06
H 6.965954 0.712792 -1.595485 -0.011 0.002 0.001 0.09
C 2.781852 -2.313918 -2.886567 0.027 -0.005 -0.019 -0.52
C 3.660589 0.747701 6.235391 -0.015 -0.008 -0.008 -0.03
H 0.220606 1.235591 -2.838575 -0.008 0.000 -0.002 0.08
N 2.348733 0.145958 3.101335 0.033 0.028 0.065 0.21
C -1.807752 -0.786524 -6.416904 0.009 -0.005 0.005 -0.05
H 3.701943 -2.018201 5.140509 0.008 -0.009 -0.011 0.12
H -8.135503 -2.784097 -3.601253 0.001 0.001 0.001 0.08
H -1.356281 5.074476 3.829931 0.001 -0.001 0.003 0.12
S -1.115827 0.247240 4.045280 -0.017 -0.006 0.020 0.77
H 0.225862 2.962094 -2.548767 -0.004 -0.003 -0.002 0.07
H 7.060692 1.094646 0.795529 -0.006 0.003 -0.008 0.09
H 0.346278 7.228849 1.159699 -0.001 0.001 0.000 0.09
C 0.978565 5.572325 2.399241 0.013 0.017 0.012 -0.55
H 3.812387 -0.225443 6.704930 -0.004 0.002 -0.005 0.08
C 3.073206 1.850729 -1.539969 -0.046 -0.023 0.042 0.04
H 4.631718 -1.454619 -3.636869 0.021 0.003 0.006 0.08
C -3.114035 -1.707764 -0.985223 0.071 0.027 -0.094 -0.15
H -6.928765 -1.488045 -3.624746 -0.004 0.003 0.001 0.09
C -1.157171 -2.129665 -6.054608 -0.011 0.013 -0.010 -0.56
C 0.875529 2.097918 -2.690097 -0.008 0.004 0.016 -0.05
H 1.495226 2.239282 -3.575243 -0.001 0.001 0.011 0.09
C 5.874945 0.673795 -1.566556 0.018 0.034 0.002 -0.04
H 2.884036 2.527160 4.364982 0.011 0.008 -0.008 0.08
H -0.309864 5.663362 0.650838 -0.001 0.001 0.002 0.09
H -3.608696 -2.956230 -2.684208 -0.003 -0.014 -0.019 0.09
H 2.799081 -4.149799 4.880278 0.001 0.003 -0.001 0.08
H 3.023057 4.857338 2.186950 0.006 -0.004 -0.005 0.08
H 5.811527 0.253859 3.560138 0.016 0.001 -0.036 0.07
H 1.413578 -2.476174 -5.096300 -0.017 0.023 0.006 0.09
H 2.573812 -4.476600 -2.819219 0.003 -0.002 -0.003 0.09
H -7.612477 -0.032792 0.900148 -0.001 -0.001 0.003 0.09
C 3.555023 -1.289221 -3.728911 0.004 -0.020 -0.005 -0.04
H -2.457392 2.218238 5.615182 0.001 0.012 0.019 0.07
C -0.637299 -2.072080 -4.617152 -0.068 0.020 -0.013 -0.17
H -1.081479 0.025356 -6.340172 -0.002 0.000 -0.001 0.09
H 4.604570 2.813341 4.646029 0.000 -0.007 0.004 0.10
H -5.565911 -0.709506 3.895512 -0.003 -0.001 -0.002 0.08
C -7.401231 -2.246071 -2.997200 0.004 -0.006 0.004 -0.04
H 4.176644 -3.917979 -3.325176 -0.004 -0.002 -0.001 0.08
H -2.191605 -0.810106 -7.440158 -0.001 0.000 0.001 0.08
H -1.769068 -4.213714 -5.932266 -0.001 -0.001 0.001 0.09
H 3.293818 -1.355537 -4.786538 -0.008 -0.002 0.006 0.08
H -5.416039 -2.231167 3.006258 0.001 0.001 0.002 0.09
H -0.464344 -2.428409 -8.073050 -0.001 -0.002 0.000 0.08
H -7.589557 -3.854671 -0.756915 0.006 -0.003 0.000 0.08
H -4.145230 1.108495 1.821066 -0.003 0.004 -0.002 0.07
C -5.678733 -3.915077 -3.634140 0.001 0.010 0.012 -0.07
C -1.497188 -1.861422 -3.579124 0.038 -0.031 -0.015 0.02
C 2.134020 -2.437491 3.788024 0.028 0.038 0.034 -0.22
H -2.590645 -3.292302 -7.204276 -0.001 -0.001 0.002 0.08
H 1.047967 -4.101993 4.535539 0.003 -0.001 0.002 0.08
H -4.043959 -1.109109 3.085021 -0.002 -0.004 0.005 0.06
H 0.723199 -1.628162 -7.043190 0.001 -0.003 -0.005 0.08
N -1.828715 -1.526879 -1.169683 -0.255 -0.122 -0.256 0.15
C -1.311798 2.970227 3.977698 -0.014 0.041 -0.014 -0.24
C -1.041162 -1.730657 -2.242309 -0.067 0.054 0.002 -0.16
C 5.505750 0.265482 4.605008 -0.004 -0.006 0.016 -0.02
C -5.227906 1.007684 1.775107 0.004 -0.003 -0.004 -0.04
C 2.042244 -3.879980 4.145879 -0.001 -0.006 0.000 -0.07
H 2.158775 -4.491965 3.250182 -0.007 -0.003 0.002 0.09
H 6.163545 0.944466 5.149642 0.002 0.001 -0.003 0.09
C -3.619051 -1.150572 0.297861 -0.016 0.005 -0.045 -0.25
N 1.033499 3.172202 2.510844 0.030 0.024 -0.008 0.16
H 5.645911 -0.735927 5.015616 0.011 0.009 0.001 0.08
C -0.043385 -2.405608 -7.065988 0.003 -0.004 0.006 -0.07
H -6.313096 -4.995340 -1.189571 -0.002 -0.003 0.000 0.09
H 1.683786 7.396516 3.328710 -0.001 0.000 -0.001 0.09
H 5.424750 3.683014 0.095120 0.004 0.006 0.004 0.09
C -7.044624 -4.293506 -1.594126 -0.005 0.000 -0.002 -0.04
H 6.882506 3.091178 -0.718403 -0.005 -0.003 -0.005 0.09
C 3.886855 2.141387 4.172855 -0.008 -0.008 -0.009 -0.03
H 2.613207 1.028768 6.358086 0.000 -0.001 0.007 0.10
C -4.026777 -2.407696 -1.855364 -0.044 0.004 0.010 0.04
H 2.772277 -2.923961 -0.788598 -0.008 0.001 0.007 0.09
H 5.508551 0.985898 -2.544170 -0.021 0.009 -0.028 0.08
H 2.071100 4.757051 0.707136 0.005 -0.002 -0.004 0.08
H 4.276923 1.475507 6.765462 0.003 -0.001 -0.004 0.09
H 5.640517 0.081735 1.113916 0.001 0.005 0.020 0.09
C 1.176225 -1.910151 2.812080 0.027 -0.024 0.000 -0.69
N 1.918396 1.285380 0.816282 -0.004 0.008 -0.123 0.05
H -2.965494 3.825678 5.022610 0.002 0.000 0.000 0.08
O -2.848700 -0.670650 1.137219 -0.541 -0.022 -0.027 -0.04
C -6.350463 -3.223045 -2.448757 0.007 -0.009 0.000 -0.56
H 5.571529 -0.359707 -1.407703 -0.018 -0.063 -0.002 0.07
H -5.593397 1.528757 0.886801 -0.001 -0.001 0.001 0.09
C -0.821153 4.165336 3.585526 0.015 -0.024 0.034 0.06
Na -0.774900 -0.758161 0.625794 0.434 0.090 0.425 -0.03
H -6.918306 -1.785119 -0.268364 0.004 0.001 0.007 0.09
C 0.400432 4.241288 2.846970 -0.009 0.010 -0.005 -0.22
H 2.649492 6.333870 1.278568 -0.002 0.005 0.002 0.09
C -5.645110 -0.472448 1.746255 -0.008 0.004 0.006 -0.53
C 0.734764 -2.226225 -4.290591 0.024 -0.019 0.015 0.02
H -7.938932 -1.734522 -2.197734 -0.004 0.000 -0.004 0.08
B 1.377336 0.914037 2.184848 -0.018 -0.001 0.049 -0.66
```
Positions in Å, forces in eV/Å.

For the largest force on an atom, the calculation gives 0.61 eV Å⁻¹. For the total energy, the calculation gives -4058.79568 a.u. The lowest unoccupied orbital energy (spin up / spin down) comes out at -0.6 / -0.6 eV. As for the gap between HOMO and LUMO (spin up / spin down): 5.64 / 5.64 eV. Its energy relative to the best compared isomer or geometry (same formula, charge and spin) is 0.292 eV. As for the HOMO energy (spin up / spin down): -6.22 / -6.23 eV.

[2]
Formula: C3H4N2O2S
Source: the OMol25 dataset
Level of theory: ωB97M-V with the def2-TZVPD basis set

Geometry as XYZ:
```
12
Properties=species:S:1:pos:R:3:forces:R:3:lowdin_charge:R:1
C -0.811380 -0.680331 -0.086682 0.587 0.237 0.009 -0.27
H -1.427222 2.478975 -0.102702 -0.372 -0.814 0.012 0.13
H 0.909726 -2.114397 -0.133025 0.025 -0.007 0.051 0.12
N 0.549200 1.150213 -0.109150 -0.678 -0.369 -0.077 0.08
C -0.704377 0.734245 -0.094561 0.716 -0.299 0.056 -0.37
S 2.968781 0.053440 -0.159068 -0.424 -0.089 -0.499 0.82
O -1.946744 -1.418793 -0.079080 -0.844 0.464 0.011 0.06
C 0.488670 -1.126309 -0.098633 -0.382 0.553 -0.141 -0.05
H -2.710458 -0.800603 -0.070326 0.683 -0.587 -0.007 0.12
N 1.272515 0.002376 -0.128336 0.454 -0.134 0.119 -0.59
O -1.769764 1.556138 -0.085720 0.213 1.021 -0.009 0.08
H 3.181054 0.165041 1.147287 0.021 0.025 0.474 -0.15
```
Positions in Å, forces in eV/Å.

For the largest force on an atom, the calculation gives 1.04 eV Å⁻¹. For the total energy, the calculation gives -774.85336 a.u. The lowest unoccupied orbital energy comes out at 0.6 eV. As for the structure (SMILES): Oc1cn(S)nc1O. As for the gap between HOMO and LUMO: 9.18 eV. Its energy relative to the best compared isomer or geometry (same formula, charge and spin) is 1.998 eV. As for the HOMO energy: -8.55 eV.

[3]
Formula: C2HF4IO
Source: the OMol25 dataset
Level of theory: ωB97M-V with the def2-TZVPD basis set

Geometry as XYZ:
```
9
Properties=species:S:1:pos:R:3:forces:R:3:lowdin_charge:R:1
H -0.075100 -1.181097 -1.100016 -0.821 -2.837 -0.713 0.08
F 1.885524 -2.517314 -0.391827 0.863 1.207 -0.096 -0.76
F -1.010261 -0.706151 1.265676 0.788 0.515 -2.028 0.05
F -0.796505 2.374221 -0.510264 0.375 -0.284 0.127 0.13
C -0.916129 1.411403 0.399235 -0.598 -1.060 -1.357 -0.32
I 3.142843 -0.975050 -0.434425 -0.678 -1.190 0.098 0.89
C -0.671700 0.110078 0.168314 -1.049 1.233 2.927 -0.29
O 0.076982 -0.327633 -0.806015 1.239 2.087 0.227 0.05
F -1.635655 1.811541 1.409320 -0.119 0.328 0.815 0.16
```
Positions in Å, forces in eV/Å.

For the largest force on an atom, the calculation gives 3.35 eV Å⁻¹. For the total energy, the calculation gives -849.10719 a.u. The lowest unoccupied orbital energy comes out at -2.0 eV. As for the structure (SMILES): OC(F)=C(F)F.FI. As for the gap between HOMO and LUMO: 7.15 eV. Its energy relative to the best compared isomer or geometry (same formula, charge and spin) is 2.575 eV. As for the HOMO energy: -9.15 eV.